Record 1
A structure of composition C16H32NO2OsS4SbSi2, computed with ωB97M-V with the def2-TZVPD basis set.

## Properties
<S²>: 6.04
ΔE to the lowest compared entry with this formula, charge and spin in eV: 1.445
Spin multiplicity: 5
E_tot in Ha: -3336.71604
HOMO (spin up / spin down) in hartree: -0.251 / -0.262
Strongest force on any atom in Eh/bohr: 0.0247

Last column: Mulliken spin population.
CARTESIAN COORDINATES (ANGSTROEM)
Os 0.15115 1.00510 -1.08304  1.173
C -0.18166 -2.69032 -3.30689  -0.004
O 0.50702 -1.91686 -2.33824  0.013
C 1.89754 -2.09953 -2.40299  -0.007
C 2.49044 -1.41272 -1.19388  0.015
O 2.33983 0.01536 -1.16853  0.067
C 3.38713 0.68755 -1.88832  0.007
H -0.03102 -3.75784 -3.11294  0.000
H 0.16522 -2.45201 -4.31651  0.002
H -1.23676 -2.44650 -3.22422  0.001
H 2.30762 -1.70083 -3.33925  0.004
H 2.12942 -3.17086 -2.35132  -0.002
H 3.55626 -1.64127 -1.13238  -0.004
H 1.98578 -1.79102 -0.30678  -0.013
H 4.34545 0.22434 -1.64351  -0.001
H 3.39553 1.72194 -1.56312  -0.006
H 3.22107 0.66288 -2.96637  0.002
C 2.19024 -1.05570 2.05547  0.007
Si 0.81322 0.23182 2.18956  -0.009
C 0.12116 0.08892 3.94669  0.005
C 1.58585 1.95006 2.01836  0.015
C -0.56370 0.07507 0.89181  0.042
C -1.45891 1.25807 0.99277  0.030
C -2.33581 1.70492 1.97548  0.012
C -3.03882 2.87799 1.76101  0.007
C -2.86864 3.58208 0.57137  0.008
C -1.98939 3.09558 -0.37053  -0.048
N -1.31033 1.97091 -0.13734  0.019
Si -1.61225 -1.49849 0.75083  -0.020
C -0.58981 -3.01573 0.29295  0.010
C -2.48098 -1.90565 2.38443  0.008
C -2.96376 -1.18293 -0.53114  -0.013
H 2.70964 -1.11208 3.01483  0.000
H 2.92701 -0.77703 1.30142  0.001
H 1.81776 -2.05569 1.82710  -0.001
H 0.92397 0.24228 4.67191  -0.001
H -0.30516 -0.89974 4.12801  0.001
H -0.65084 0.83143 4.15390  0.000
H 2.46032 2.05562 2.66462  0.000
H 0.87600 2.73574 2.29079  0.003
H 1.91404 2.15116 0.99616  -0.010
H -2.46103 1.13550 2.88479  -0.001
H -3.71965 3.24663 2.51706  -0.001
H -3.41169 4.49464 0.37499  0.001
H -1.82628 3.59321 -1.31606  0.023
H 0.21307 -3.20176 1.00952  -0.001
H -0.15476 -2.91630 -0.70124  -0.003
H -1.23379 -3.89869 0.28828  0.000
H -1.77047 -2.15991 3.17324  0.000
H -3.13921 -2.76667 2.24391  0.000
H -3.09842 -1.07817 2.73957  0.000
H -2.57465 -0.61752 -1.37832  0.006
H -3.78324 -0.60255 -0.09872  0.000
H -3.38544 -2.11461 -0.91510  0.001
S 2.41113 2.82843 -5.01105  0.273
Sb 0.46067 3.53532 -3.95455  0.105
S -1.04916 1.10771 -2.93236  0.824
S 1.20550 2.93587 -1.66187  0.444
S 0.71661 5.89286 -3.76428  1.013

Record 2
The molecule C5H9NO, computed with ωB97M-V with the def2-TZVPD basis set.

## Properties
ΔE to the lowest compared entry with this formula, charge and spin in eV: 2.999
SMILES string: C[C@H]1N[C@H]1[C@H]1CO1
E_tot in Ha: -325.82733
HOMO in hartree: -0.344
Strongest force on any atom in Eh/bohr: 0.0150

Last column: natural (NBO) charge in e.
CARTESIAN COORDINATES (ANGSTROEM)
C 1.36695 -0.15117 1.43120  -0.638
C -0.08342 0.25868 1.45994  -0.067
N -0.57610 1.32203 0.58121  -0.581
C -0.97585 -0.06013 0.32548  -0.123
C -0.43334 -0.71210 -0.92694  0.031
C -0.65373 -0.03625 -2.20427  -0.109
O 0.63964 -0.06358 -1.61947  -0.508
H 1.48930 -1.16408 1.83111  0.214
H 1.96495 0.53221 2.04126  0.215
H 1.75827 -0.13548 0.41006  0.228
H -0.53030 0.29591 2.45363  0.196
H 0.15833 1.55652 -0.08878  0.355
H -2.03286 -0.24521 0.53771  0.209
H -0.19712 -1.77170 -0.94224  0.202
H -0.82667 -0.59362 -3.12308  0.187
H -1.06806 0.96797 -2.16683  0.189

Record 3
The ion C4H10NS with charge +1, computed with ωB97M-V with the def2-TZVPD basis set.

## Properties
ΔE to the lowest compared entry with this formula, charge and spin in eV: 2.147
E_tot in Ha: -611.02434
HOMO in hartree: -0.527
Strongest force on any atom in Eh/bohr: 0.0941
Charge: +1

Last column: natural (NBO) charge in e.
CARTESIAN COORDINATES (ANGSTROEM)
C 0.45843 1.39039 0.66978  -0.023
C -0.21703 -1.92199 0.64987  -0.629
C 0.21088 0.87759 -1.73680  -0.410
C -0.72990 -0.76143 -0.20375  -0.247
N 0.02399 0.48523 -0.34987  -0.301
S 0.50398 0.74935 2.23746  0.259
H 1.07716 2.39383 0.60355  0.300
H 0.80665 -1.68331 0.77983  0.219
H -0.75855 -1.95965 1.57517  0.225
H -0.45653 -2.87039 0.27386  0.254
H -0.69397 1.25620 -2.17583  0.229
H 0.45505 0.07380 -2.38721  0.240
H 0.84397 1.72246 -1.71492  0.220
H -1.73693 -0.50907 0.30700  0.237
H -0.91102 -1.13551 -1.25859  0.245
H 1.12381 1.89252 2.73045  0.181